(1)
106
Properties=species:S:1:pos:R:3 method="wB97M-V/def2-TZVPD" homo_energy_ev=-5.1 orbital_gap_ev=7.28 fmax_ev_per_a=2.386 total_charge=-1
C 3.36542 -0.14069 6.53149
C 2.82158 0.38077 5.19406
C 3.02074 -0.68583 4.06421
C 1.66185 -1.22129 3.57855
P 0.85499 -0.52478 1.96985
C 1.84574 1.09411 1.82330
C 2.78524 1.29988 0.62574
C 2.94080 2.84366 0.41954
C 1.92088 -1.61632 0.79055
C 3.25642 -2.09750 1.25374
O 4.31097 -1.52467 1.25056
Cl 3.31583 -3.85875 1.85216
C -0.28256 -0.00188 0.50889
C -0.51859 -0.95201 -0.64919
C 0.05555 -0.63333 -1.86712
C -0.11215 -1.38617 -2.99066
C -0.88813 -2.52275 -2.97595
C -1.44883 -2.88204 -1.77695
C -1.26251 -2.11339 -0.65523
O -0.10938 0.47492 3.09283
C -1.34578 -0.04238 3.47191
C -1.40714 -1.55299 3.05215
C -2.82972 -1.71552 2.43608
C -3.99852 -1.13840 3.26585
C -4.71734 -0.06998 2.42340
Br -5.87927 1.08873 3.46537
C -1.30790 -2.66878 4.17011
C -1.23973 -2.21509 5.64693
C -0.23023 -3.12375 6.42973
I -3.16273 -2.53767 6.64316
O -0.32955 -1.84720 2.21509
H 4.45422 -0.23777 6.47607
H 3.08556 0.49157 7.37965
H 2.97166 -1.14463 6.72793
H 1.76613 0.63807 5.32224
H 3.32793 1.31117 4.91262
H 3.59893 -1.48790 4.54212
H 3.67692 -0.23375 3.31969
H 0.99058 -1.14615 4.43673
H 1.73735 -2.30752 3.42534
H 2.34854 1.44065 2.73044
H 1.06461 1.85214 1.70097
H 3.80787 0.95202 0.77946
H 2.37669 0.95803 -0.32974
H 3.08713 3.28714 1.41181
H 2.03378 3.27370 -0.01193
H 3.83022 3.09797 -0.16575
H 2.07336 -1.20337 -0.20702
H 1.32026 -2.52115 0.66103
H -1.28143 0.31805 0.83064
H 0.11864 0.89954 0.02545
H 0.67831 0.25594 -1.94712
H 0.35367 -1.12323 -3.93732
H -1.07942 -3.14376 -3.84312
H -2.06769 -3.76981 -1.70320
H -1.72129 -2.45719 0.26227
H -1.60929 0.18775 4.51525
H -2.06667 0.58628 2.91265
H -3.03186 -2.76136 2.17701
H -2.82366 -1.19416 1.46866
H -3.74552 -0.78588 4.26394
H -4.72986 -1.94203 3.39574
H -3.99343 0.52685 1.87018
H -5.28860 -0.60099 1.65997
H -0.44810 -3.28813 3.92208
H -2.16669 -3.34171 4.09097
H -0.88765 -1.19847 5.78836
H -0.73771 -3.70537 7.19907
H 0.26294 -3.84669 5.77817
H 0.54111 -2.53841 6.93744
C 2.60166 3.91653 -3.68936
C 2.06019 5.19432 -3.73841
C 0.68250 5.36469 -3.77048
C -0.15277 4.25630 -3.74498
C 0.38793 2.98037 -3.69371
C 1.76514 2.80890 -3.66903
H 3.67597 3.78372 -3.66566
H 2.71298 6.05834 -3.75088
H 0.25992 6.36083 -3.81349
H -1.22827 4.38533 -3.76309
H -0.26619 2.11659 -3.67050
H 2.18689 1.81166 -3.63156
C -4.86438 4.02081 -4.61988
C -4.01063 3.02576 -4.16374
C -4.19744 2.47107 -2.90450
C -5.24517 2.90605 -2.10455
C -6.10164 3.89850 -2.56182
C -5.90934 4.45882 -3.81749
H -4.71534 4.45525 -5.60068
H -3.19642 2.68149 -4.78992
H -3.52658 1.69939 -2.54689
H -5.39384 2.47117 -1.12421
H -6.91958 4.23633 -1.93783
H -6.57453 5.23677 -4.17125
C 2.68639 -1.45156 -6.06466
C 2.61210 -1.64290 -7.43767
C 2.68483 -2.92493 -7.96494
C 2.82285 -4.01641 -7.11797
C 2.89363 -3.82499 -5.74468
C 2.82955 -2.54250 -5.21801
H 2.63238 -0.45089 -5.65354
H 2.49781 -0.79167 -8.09733
H 2.63295 -3.07385 -9.03639
H 2.87483 -5.01707 -7.52881
H 2.99914 -4.67590 -5.08372
H 2.88903 -2.39271 -4.14732



(2)
119
Properties=species:S:1:pos:R:3 method="wB97M-V/def2-TZVPD" homo_energy_ev="-4.7 / -5.3" s_squared=2.01 orbital_gap_ev="6.88 / 7.48" spin_multiplicity=3 de_lowest_kcal_mol=19.7 fmax_ev_per_a=0.700 total_charge=-1
Ni 0.01874 0.27545 0.03285
C -4.44057 3.15219 0.30012
C -2.93658 3.03622 0.57716
C -2.59912 3.89241 1.80256
C -2.18947 3.59834 -0.64200
P -2.31601 1.27494 0.78127
C -3.34410 0.42515 -0.49200
N -2.70023 -0.81020 -0.86655
B -1.27651 -1.11980 -0.83864
N -1.25197 -2.50788 -1.30371
C -0.16100 -3.40470 -1.65789
P 1.36343 -2.52890 -2.26162
C 2.48644 -4.03833 -2.48390
C 2.04557 -5.13237 -3.46121
C 3.88774 -3.54006 -2.84904
C 2.62725 -4.67940 -1.09050
C 0.83180 -1.84221 -3.96368
C 0.74792 -0.32440 -3.73362
C 1.82760 -2.07773 -5.10129
C -0.53296 -2.33560 -4.45550
C -2.54745 -2.95371 -1.53310
C -3.02866 -4.18869 -1.93876
C -4.40412 -4.34982 -2.10321
C -5.28089 -3.30102 -1.86761
C -4.80599 -2.05618 -1.45616
C -3.44140 -1.89706 -1.28512
C -2.94618 0.55550 2.38983
C -4.38784 0.89704 2.76483
C -2.00674 1.01283 3.51468
C -2.83551 -0.97292 2.26881
H -4.67885 4.21150 0.15832
H -5.05625 2.78417 1.11982
H -4.73826 2.63384 -0.61232
H -2.68907 4.94811 1.52872
H -1.58664 3.71859 2.16011
H -3.29889 3.70399 2.62000
H -2.45889 4.65226 -0.76198
H -2.46574 3.08049 -1.56435
H -1.11068 3.52532 -0.53126
H -3.45689 1.08589 -1.35734
H -4.34981 0.22575 -0.11021
H -0.53363 -4.10556 -2.40621
H 0.12930 -4.00198 -0.79033
H 2.24718 -4.85907 -4.49494
H 0.98235 -5.36725 -3.37216
H 2.60062 -6.05524 -3.25942
H 3.92021 -2.98835 -3.78610
H 4.55949 -4.40104 -2.93967
H 4.27898 -2.86983 -2.08423
H 1.76963 -5.29769 -0.82319
H 2.76535 -3.92006 -0.31972
H 3.50940 -5.32720 -1.08903
H 1.73522 0.10530 -3.56254
H 0.13718 -0.08123 -2.86099
H 0.29557 0.15130 -4.61102
H 2.84658 -1.79717 -4.83991
H 1.53042 -1.44396 -5.94357
H 1.81833 -3.10857 -5.45325
H -1.34655 -2.06308 -3.78592
H -0.55983 -3.41793 -4.60407
H -0.73760 -1.87204 -5.42627
H -2.36069 -5.02078 -2.11701
H -4.79054 -5.31059 -2.41980
H -6.34473 -3.44680 -2.00604
H -5.49121 -1.23583 -1.28484
H -4.50655 1.95272 3.01002
H -4.65979 0.32328 3.65697
H -5.10258 0.63591 1.98160
H -2.17119 2.05663 3.78069
H -0.95828 0.90673 3.23718
H -2.20090 0.40330 4.40342
H -3.57783 -1.38604 1.58319
H -3.01503 -1.40223 3.25931
H -1.84591 -1.29001 1.93821
C -0.15548 -2.17593 4.39416
C 1.15219 -2.89863 4.10333
C 1.49239 -3.07332 2.62311
S 1.74608 -1.68660 1.50161
O 0.59478 -0.69331 1.74438
C 3.20939 -0.83988 2.06974
C 3.29391 -0.38529 3.51775
C 4.37939 0.67812 3.65624
H -0.30908 -2.10985 5.47309
H -1.00444 -2.71373 3.96728
H -0.16384 -1.17228 3.97862
H 1.09178 -3.91632 4.50547
H 1.97400 -2.41699 4.62864
H 0.70204 -3.64655 2.12744
H 2.41371 -3.65287 2.50302
H 3.20808 0.02660 1.40691
H 4.05024 -1.45982 1.74396
H 3.51262 -1.22784 4.17823
H 2.32951 0.03400 3.81649
H 5.36129 0.27091 3.40492
H 4.42368 1.06465 4.67655
H 4.17876 1.50653 2.97855
O 3.99760 -0.01802 -2.66818
Cl 3.71797 0.68778 -1.44090
O 4.83478 0.52344 -0.53897
O 3.49223 2.07753 -1.72210
O 2.53603 0.10349 -0.82659
C 1.85306 8.68957 0.06620
C 1.73868 7.21045 0.31457
C 1.91315 6.29633 -0.71804
C 1.77981 4.93212 -0.50068
C 1.46374 4.47476 0.76633
C 1.29566 5.36793 1.81627
C 1.43381 6.72647 1.58483
S 1.28958 2.74104 1.07563
O 0.29388 2.60757 2.13248
O 2.58780 2.21671 1.41918
O 0.77066 2.23266 -0.22519
H 2.40220 8.89507 -0.85265
H 2.36746 9.19187 0.88673
H 0.86615 9.14898 -0.02985
H 2.16549 6.65384 -1.70996
H 1.93382 4.21890 -1.29973
H 1.04711 4.99098 2.79934
H 1.30213 7.42428 2.40493



(3)
25
Properties=species:S:1:pos:R:3 method="wB97M-V/def2-TZVPD" homo_energy_ev=-12.5 orbital_gap_ev=9.35 de_lowest_kcal_mol=98.9 fmax_ev_per_a=5.500 total_charge=+1
N 0.20805 -1.09755 0.37414
C 0.63209 -0.32657 -0.84482
C 1.90557 -0.71822 -1.37928
C 0.58876 1.19076 -0.33353
N -0.82701 1.50772 -0.48437
H 1.09309 -1.28898 1.00248
H -0.24394 -1.94185 0.17799
H -0.34459 -0.48322 1.05286
H -0.12434 -0.39988 -1.66600
H 2.36974 -1.67072 -1.08451
H 2.58744 0.24401 -1.08094
H 1.99494 -0.72931 -2.51993
H 1.07201 1.50668 0.52513
H 1.40683 1.76937 -0.79511
H -1.31732 1.38867 0.34258
H -0.96315 2.41108 -1.08821
H 0.24533 -3.99377 0.57112
H 1.73592 -4.49297 0.74205
O 1.17269 -3.67998 0.68242
H -2.62149 3.55195 -1.71057
H -3.56523 3.37906 -0.45960
O -2.94789 2.82924 -1.14573
H -1.32058 0.63336 2.49229
H 0.00836 -0.12530 3.23471
O -0.27964 0.41260 2.51095



(4)
74
Properties=species:S:1:pos:R:3 method="wB97M-V/def2-TZVPD" homo_energy_ev="-2.7 / -2.7" s_squared=9.32 orbital_gap_ev="5.15 / 5.14" spin_multiplicity=6 de_lowest_kcal_mol=34.0 fmax_ev_per_a=8.089 total_charge=-1
P -0.13240 0.65190 -2.28590
C -1.76450 0.22890 -3.06990
C -2.23260 1.08070 -4.26310
C -3.67830 0.70920 -4.63330
C -3.82290 -0.78740 -4.93540
C -3.31170 -1.63730 -3.76560
C -1.86480 -1.26670 -3.41550
C 1.26440 0.08480 -3.36460
C 1.17450 0.50270 -4.84110
C 2.48450 0.16290 -5.56950
C 2.83160 -1.32530 -5.43070
C 2.88890 -1.74400 -3.95580
C 1.57890 -1.41320 -3.23030
C -0.04170 2.50630 -2.42840
C -1.18810 3.15620 -1.63290
C -1.18050 4.68080 -1.79590
C 0.17480 5.27850 -1.39840
C 1.31790 4.61870 -2.17700
C 1.31380 3.09370 -2.00060
H -2.45380 0.41210 -2.23270
H -1.57860 0.91820 -5.12870
H -2.18880 2.14740 -4.02170
H -4.00460 1.30560 -5.49420
H -4.33470 0.97300 -3.79260
H -4.86950 -1.02950 -5.15600
H -3.24260 -1.03150 -5.83730
H -3.94450 -1.47000 -2.88350
H -3.37550 -2.70420 -4.01240
H -1.50640 -1.87580 -2.57950
H -1.22030 -1.48850 -4.27630
H 2.11410 0.60680 -2.90330
H 3.29660 0.76590 -5.13920
H 0.96210 1.57410 -4.93420
H 0.34610 -0.03200 -5.32320
H 2.40560 0.44100 -6.62780
H 3.78590 -1.53810 -5.92750
H 2.06460 -1.92220 -5.94580
H 3.09950 -2.81690 -3.87020
H 3.71170 -1.21460 -3.45560
H 1.66010 -1.66610 -2.17250
H 0.76710 -2.01640 -3.65210
H -0.18430 2.73640 -3.49370
H -2.15530 2.73850 -1.93030
H -1.07370 2.89740 -0.57170
H -1.39470 4.93290 -2.84470
H -1.98500 5.12070 -1.19380
H 0.33840 5.11900 -0.32440
H 0.17610 6.36310 -1.56170
H 2.28400 5.02360 -1.85240
H 1.21500 4.85770 -3.24560
H 2.12550 2.65720 -2.59080
H 1.51680 2.83060 -0.95590
Dy 0.00000 0.00000 0.00000
Cl 2.38750 0.23300 -0.18820
Cl -2.37830 0.33280 0.23360
C -0.35200 -1.79170 -0.26420
H -1.41190 -2.01030 -0.47440
C 0.44200 -3.01460 -0.23800
C 1.85020 -3.05870 -0.19110
C 2.51800 -4.27650 -0.18360
C 1.80290 -5.47840 -0.21100
C 0.40740 -5.45560 -0.25400
C -0.26360 -4.23720 -0.27240
H 2.39750 -2.12160 -0.17300
H 3.60400 -4.29300 -0.15240
H -0.15370 -6.38570 -0.27600
H -1.35000 -4.21140 -0.31130
H 2.33160 -6.42760 -0.19970
C -0.23790 -0.71820 2.85920
O 0.73110 -0.04720 2.10420
H -0.29660 -1.77470 2.52880
H -1.23060 -0.23450 2.74870
H 0.05710 -0.71910 3.93030
H 0.71820 0.89870 2.40380



(5)
120
Properties=species:S:1:pos:R:3 method="wB97M-V/def2-TZVPD" homo_energy_ev=-8.1 orbital_gap_ev=8.24 de_lowest_kcal_mol=236.8 fmax_ev_per_a=13.496 total_charge=0
N 1.14031 2.85578 -1.98603
C 2.21347 3.48429 -1.50137
N 1.98751 4.44436 -0.61239
O 3.45711 3.13716 -1.90608
H 1.33989 2.05214 -2.56755
H 0.20593 3.23450 -1.91727
H 2.76864 4.86512 -0.13322
H 1.16844 4.31741 -0.03880
N 5.14434 -0.07783 0.46663
C 4.01791 -0.61569 0.14099
N 3.73415 -1.76014 0.65069
O 3.16983 0.00695 -0.70462
H 5.32002 0.88038 0.12353
H 5.88085 -0.48436 1.09744
H 2.81431 -2.10497 0.32761
H 4.39440 -2.43353 1.15643
N -0.61364 1.99462 2.46231
C -0.25942 3.26289 2.43228
N -0.72109 3.93743 3.46938
O 0.49177 3.81120 1.40443
H -0.46817 1.35141 1.67305
H -1.17639 1.61220 3.19500
H -0.29338 4.87401 3.57028
H -1.27917 3.52560 4.16734
C -4.77006 -3.92200 -0.15359
C -4.53737 -3.45392 1.21264
C -3.15901 -2.88616 1.41421
O -5.33210 -2.54815 1.58165
H -3.99064 -4.61529 -0.30318
H -4.63414 -3.07645 -0.75107
H -5.77331 -4.30340 -0.26504
H -4.75992 -4.38581 1.75368
H -3.15099 -2.17963 2.28946
H -2.86202 -2.39832 0.56062
H -2.47217 -3.67929 1.68073
H -5.73443 -2.86303 2.37951
C -0.74782 -1.25520 -3.42683
C -1.78485 -2.12628 -2.74492
C -1.25738 -3.05671 -1.61223
O -2.81756 -1.58032 -2.36651
H -1.13949 -0.73985 -4.23203
H -0.05706 -1.87917 -3.92902
H -0.27744 -0.48620 -2.73170
H -2.15884 -2.81849 -3.49104
H -0.39581 -3.59543 -1.99496
H -1.97997 -3.81724 -1.25746
H -0.93842 -2.56362 -0.70044
H -3.25220 -1.05709 -3.05484
C -3.41500 1.93395 0.47812
C -3.75530 1.10582 -0.72385
C -4.84472 0.14611 -0.41431
O -4.12568 1.80059 -1.67696
H -3.01249 1.23822 1.23160
H -4.27849 2.46155 0.94008
H -2.66197 2.73429 0.31740
H -2.89102 0.58349 -1.02657
H -5.77798 0.65191 -0.15500
H -4.53828 -0.50471 0.42928
H -5.14172 -0.37987 -1.31093
H -4.01172 1.27905 -2.47386
C 5.56254 2.58370 2.74525
C 4.28505 1.84112 2.92898
C 3.23569 2.26264 1.86647
O 4.29493 0.58049 2.99089
H 5.36244 3.60689 2.55107
H 6.11382 2.19908 1.84995
H 6.24182 2.46753 3.61782
H 3.87203 2.12283 3.95041
H 3.18556 3.32372 2.02874
H 2.33278 1.78018 2.03597
H 3.57461 2.10939 0.89689
H 4.54820 0.25042 2.13825
C 1.45331 -0.80307 2.99179
C 1.25979 -2.28906 3.10331
C 0.31857 -2.78411 2.01864
O 2.32484 -2.84353 2.98384
H 0.54165 -0.26145 3.16249
H 1.83823 -0.59352 1.99625
H 2.14595 -0.48010 3.74035
H 0.86785 -2.70312 4.08212
H -0.73606 -2.54291 2.17798
H 0.34122 -3.89902 2.01668
H 0.52644 -2.39484 1.03902
H 2.91214 -2.20783 2.60881
C 2.30346 -2.55241 -2.98556
C 3.74346 -2.52741 -2.67398
C 4.45143 -3.54395 -3.51569
O 4.30341 -1.40488 -2.77950
H 1.81398 -1.83471 -2.31357
H 1.85167 -3.52930 -2.93505
H 2.08132 -2.22164 -4.04993
H 3.82257 -2.83596 -1.63689
H 4.00164 -4.49104 -3.62430
H 5.41940 -3.84287 -3.07213
H 4.60168 -3.00252 -4.48715
H 4.00008 -0.89799 -2.03564
C -1.48088 2.16556 -3.71273
C -1.72962 3.51001 -3.08657
C -2.80792 4.28875 -3.75502
O -1.90725 3.53796 -1.84212
H -0.81979 1.53221 -3.14611
H -1.14070 2.20210 -4.76516
H -2.47081 1.69061 -3.80143
H -0.89673 4.13773 -3.09450
H -2.88871 5.31947 -3.35771
H -3.80880 3.77637 -3.75154
H -2.55874 4.29884 -4.80043
H -2.71618 2.98793 -1.68953
C -1.76717 -0.79951 4.04938
O -1.87552 0.49938 4.59595
H -1.01944 -1.41193 4.51722
H -1.48034 -0.70657 3.09710
H -2.79190 -1.20708 4.18636
H -2.03572 0.50385 5.54505
C 0.18278 0.34737 -0.17958
O -0.88133 -0.12972 0.51994
H 0.65648 -0.42269 -0.73093
H 0.99649 0.84852 0.37424
H -0.05569 1.03749 -0.98417
H -1.50026 -0.58173 -0.04297



(6)
21
Properties=species:S:1:pos:R:3 method="wB97M-V/def2-TZVPD" homo_energy_ev=-14.7 orbital_gap_ev=5.27 de_lowest_kcal_mol=222.9 fmax_ev_per_a=4.075 total_charge=+1
C -1.79340 -0.64571 0.35155
O -3.05269 -0.30417 -0.21380
C -0.67762 0.18922 -0.29033
C 0.71256 -0.35315 0.16722
C 1.57259 0.42373 1.19400
C 1.53419 -0.76705 -1.03453
N -0.85125 1.51922 0.33640
H -1.82087 -0.54105 1.43904
H -1.58850 -1.68756 0.05201
H -3.75550 -0.86748 0.15723
H -0.86641 0.04879 -1.36040
H 0.44073 -1.21464 0.79436
H 0.86781 0.86757 1.90003
H 2.20948 1.18753 0.74509
H 2.19379 -0.23563 1.79675
H 2.52437 -0.32719 -0.94000
H 1.70800 -1.85151 -1.13974
H 1.06933 -0.42910 -1.99147
H -1.68180 2.00106 -0.05904
H 0.06344 1.57859 -0.48126
H 1.19174 1.40853 -1.42311